{
  "formula": "C27H20MgN5O2SbSe4",
  "method": "ωB97M-V/def2-TZVPD",
  "molar_mass_da": 908.40,
  "e_homo_ev": -0.368,
  "charge": -2,
  "elements": ["Mg", "C", "O", "C", "C", "C", "C", "C", "C", "N", "N", "C", "C", "O", "C", "C", "C", "C", "C", "C", "C", "C", "H", "H", "H", "H", "H", "H", "H", "H", "H", "H", "H", "H", "H", "Se", "Sb", "Se", "Se", "Se", "N", "C", "C", "C", "C", "C", "C", "C", "N", "C", "C", "N", "C", "H", "H", "H", "H", "H", "H", "H"],
  "xyz": [[2.00315, -0.14958, -1.20598], [5.06231, 0.63269, -0.95795], [3.75259, 0.53562, -0.33397], [3.49496, 1.14494, 0.86691], [4.40338, 1.21326, 1.90910], [4.03677, 1.83176, 3.10010], [2.76759, 2.37269, 3.24861], [1.84876, 2.28349, 2.21013], [2.19419, 1.66709, 1.01961], [1.33539, 1.45685, -0.09403], [0.20929, 2.03313, -0.04273], [-0.67548, 1.85703, -1.06004], [-0.46298, 1.00553, -2.20999], [0.46579, 0.17157, -2.32021], [-1.39406, 1.12026, -3.32657], [-2.46637, 1.92063, -3.25074], [-2.77959, 2.68651, -2.06281], [-3.95137, 3.45178, -1.98533], [-4.27246, 4.15560, -0.84631], [-3.40288, 4.10450, 0.24991], [-2.24057, 3.36925, 0.18914], [-1.89627, 2.64350, -0.96784], [5.11342, 1.55473, -1.53651], [5.83892, 0.57074, -0.19789], [5.11311, -0.22128, -1.62816], [5.39026, 0.78892, 1.79520], [4.74867, 1.87780, 3.91514], [2.49078, 2.86645, 4.17214], [0.84929, 2.68775, 2.30400], [-1.14398, 0.51709, -4.19485], [-3.14011, 2.00324, -4.09832], [-4.60826, 3.47769, -2.84860], [-5.18352, 4.73927, -0.79833], [-3.64416, 4.64968, 1.15533], [-1.56771, 3.33662, 1.03490], [0.89866, -1.36532, -5.64787], [3.02904, -0.88223, -4.50905], [2.81495, 1.61660, -3.54544], [3.00298, -2.27938, -2.29769], [4.97180, 2.37873, -4.09911], [-6.30390, -5.77444, 2.24904], [-5.29564, -5.25472, 2.06540], [-4.02057, -4.60848, 1.83892], [-3.03642, -4.66692, 2.81789], [-1.81431, -4.05430, 2.60923], [-1.56764, -3.39053, 1.41285], [-2.54988, -3.33418, 0.42764], [-3.77538, -3.93646, 0.64616], [-0.32323, -2.77572, 1.19771], [0.91269, -3.15164, 1.71788], [1.81692, -2.30332, 1.17668], [1.17060, -1.39541, 0.36060], [-0.09016, -1.70144, 0.38962], [-3.23420, -5.18379, 3.74704], [-1.05881, -4.07166, 3.38202], [-2.34628, -2.84533, -0.51525], [-4.53865, -3.90002, -0.11895], [1.02837, -4.01374, 2.34922], [2.88870, -2.29382, 1.27774], [-0.86850, -1.16929, -0.13531]],
  "atomic_forces_ev_per_a": [[0.97, -0.59, -1.32], [-0.15, -0.03, 0.03], [0.02, 0.03, 0.85], [-0.02, 0.08, -0.31], [-0.01, 0.08, 0.04], [-0.05, -0.02, -0.01], [0.02, 0.01, -0.04], [-0.06, 0.03, 0.11], [0.00, 0.00, -0.36], [0.07, 0.12, 0.65], [-0.20, 0.11, -0.11], [0.00, -0.02, -0.04], [-0.06, 0.21, -0.02], [-0.68, 0.02, 0.26], [0.12, -0.08, 0.17], [-0.17, 0.15, 0.07], [-0.01, -0.12, -0.15], [-0.03, 0.02, 0.01], [0.03, -0.01, -0.01], [0.01, -0.01, -0.02], [0.01, 0.03, -0.01], [0.16, -0.05, 0.04], [0.03, 0.02, 0.01], [0.02, -0.02, -0.01], [0.00, 0.00, -0.03], [0.01, 0.01, 0.00], [0.00, 0.03, -0.01], [-0.01, -0.03, 0.00], [0.02, 0.00, 0.01], [0.04, 0.04, 0.00], [-0.02, 0.00, 0.02], [0.00, -0.01, 0.01], [0.00, 0.00, 0.00], [0.00, 0.00, 0.00], [-0.01, 0.02, -0.01], [-0.10, 0.00, 0.07], [0.12, 0.09, -0.15], [-0.05, -0.35, 0.01], [-0.07, 0.22, 0.09], [0.11, 0.08, 0.04], [-0.07, -0.03, 0.03], [0.37, 0.18, -0.09], [-0.40, -0.20, 0.07], [0.16, 0.01, 0.10], [-0.11, -0.06, 0.07], [0.11, 0.06, -0.02], [-0.09, -0.05, -0.03], [0.07, 0.10, -0.12], [0.04, 0.00, 0.00], [-0.15, -0.04, -0.08], [-0.08, 0.12, -0.10], [0.17, -0.15, 0.36], [-0.09, 0.04, 0.01], [0.00, 0.00, 0.00], [0.01, 0.00, 0.00], [0.01, -0.02, -0.01], [0.01, 0.00, 0.00], [-0.01, 0.01, -0.01], [-0.01, 0.00, -0.02], [0.02, -0.04, -0.02]]
}